Record 1
{
  "formula": "C19H21BrClN3O",
  "method": "wB97M-V/def2-TZVPD",
  "symbols": ["C", "O", "C", "C", "C", "C", "Br", "C", "C", "C", "N", "N", "C", "C", "N", "C", "C", "C", "C", "C", "C", "C", "Cl", "C", "C", "H", "H", "H", "H", "H", "H", "H", "H", "H", "H", "H", "H", "H", "H", "H", "H", "H", "H", "H", "H", "H"],
  "coordinates": [[2.26961, 2.85482, 2.92454], [1.79183, 1.53860, 2.79931], [1.49268, 0.83923, 3.91859], [1.60782, 1.35341, 5.20487], [1.28019, 0.59504, 6.31758], [0.83097, -0.69748, 6.13589], [0.37207, -1.75747, 7.65475], [0.70883, -1.23684, 4.87137], [1.03507, -0.48960, 3.74075], [0.88525, -1.11206, 2.44580], [1.17051, -0.48778, 1.36914], [1.14228, -0.99076, 0.15548], [1.15895, -0.01114, -0.90604], [-0.26538, 0.26100, -1.39678], [-0.86956, -0.98548, -1.82888], [-2.15221, -0.78232, -2.48025], [-1.96408, -0.09866, -3.80608], [-2.48471, 1.16515, -4.05002], [-2.29904, 1.79538, -5.26801], [-1.57869, 1.16538, -6.26777], [-1.04851, -0.09380, -6.04850], [-1.24293, -0.71498, -4.82587], [-0.57961, -2.28797, -4.57849], [-0.93396, -1.92697, -0.72925], [0.49032, -2.22025, -0.25021], [1.53438, 3.51116, 3.40288], [3.20993, 2.89468, 3.48459], [2.44608, 3.19874, 1.90640], [1.95703, 2.36127, 5.36286], [1.37583, 1.01178, 7.30791], [0.35813, -2.25130, 4.75138], [0.51887, -2.14362, 2.47583], [1.61050, 0.89946, -0.51360], [1.75793, -0.40125, -1.73375], [-0.23951, 0.94958, -2.24401], [-0.84483, 0.72891, -0.57885], [-2.84622, -0.19472, -1.85331], [-2.59747, -1.76782, -2.64931], [-3.04610, 1.65861, -3.26968], [-2.71519, 2.77728, -5.43465], [-1.42862, 1.65068, -7.22001], [-0.48757, -0.59782, -6.81989], [-1.39843, -2.85068, -1.08231], [-1.53128, -1.53365, 0.11509], [0.48290, -2.93647, 0.57063], [1.06598, -2.63928, -1.08012]],
  "forces_ev_per_a": [[0.0643, 0.2057, 0.0866], [-0.0256, -0.0294, 0.2269], [-0.0844, -0.2168, 0.1079], [0.0707, 0.1633, -0.1485], [-0.0829, -0.2361, -0.0063], [-0.0272, -0.0302, 0.3277], [0.0467, 0.1046, -0.1608], [0.0772, 0.1853, -0.1223], [0.1158, 0.5318, 0.5171], [-0.2238, -0.6186, -0.6266], [-0.0146, 0.3265, 0.4680], [0.2671, -0.4666, -0.6317], [-0.2271, 0.3100, -0.1152], [0.3228, 0.0474, -0.0265], [-0.1339, 0.1231, 0.1295], [0.0750, -0.0507, 0.0527], [-0.0544, -0.0633, 0.0220], [0.0059, -0.0758, -0.0353], [-0.0255, 0.0841, -0.0386], [-0.0196, 0.0266, 0.0134], [0.0276, -0.0585, 0.0266], [-0.0971, 0.2883, -0.0167], [0.0946, -0.3760, -0.1815], [0.1532, -0.1738, 0.0455], [-0.3541, -0.0944, 0.2813], [0.0381, -0.0350, -0.0051], [-0.0466, -0.0031, -0.0063], [0.0022, 0.0158, 0.0772], [0.0331, 0.0936, -0.0461], [0.0031, 0.0200, 0.0647], [-0.0257, -0.0766, -0.0314], [0.0597, 0.0396, -0.1383], [0.0228, -0.0774, -0.0342], [-0.0181, 0.0531, -0.0242], [0.0095, 0.0372, 0.0655], [0.0046, 0.0182, -0.0379], [0.0111, -0.0609, -0.0638], [-0.0238, 0.0624, 0.0638], [-0.0458, 0.0305, 0.1025], [-0.0320, 0.0882, -0.0180], [0.0188, 0.0370, -0.0878], [0.0532, -0.0680, -0.0484], [-0.0294, 0.0132, 0.0171], [0.0083, -0.0525, -0.0471], [0.0551, -0.0015, -0.0490], [-0.0490, -0.0400, 0.0517]],
  "smiles": "COc1ccc(Br)cc1/C=N/N1CCN(Cc2ccccc2Cl)CC1",
  "homo_energy_ev": -7.39
}

***

Record 2
{
  "formula": "C19H21Cl2N4O2Tc",
  "method": "wB97M-V/def2-TZVPD",
  "symbols": ["Tc", "N", "C", "C", "C", "N", "H", "H", "H", "H", "H", "H", "H", "H", "H", "H", "Cl", "C", "C", "C", "Cl", "C", "O", "C", "C", "O", "C", "H", "H", "H", "N", "C", "C", "C", "C", "C", "C", "C", "C", "N", "C", "H", "H", "H", "H", "H", "H", "H", "H"],
  "coordinates": [[-0.66117, -0.87091, 0.26708], [0.00393, -2.87322, -0.28084], [0.63949, -3.12164, -1.60326], [-0.32362, -2.84574, -2.74544], [-0.80594, -1.40914, -2.83076], [-1.65257, -1.05172, -1.65832], [0.65578, -3.16620, 0.45412], [-0.78381, -3.53353, -0.21304], [0.97260, -4.16966, -1.62968], [1.52398, -2.47732, -1.67034], [-1.17162, -3.52988, -2.70541], [0.19556, -3.07772, -3.67817], [-1.40481, -1.26890, -3.73809], [0.02679, -0.70668, -2.86589], [-2.39588, -1.76584, -1.60190], [-2.15060, -0.18795, -1.89459], [-2.44402, 2.44317, 6.67032], [-2.25945, 1.88041, 5.09199], [-2.95211, 2.48583, 4.02509], [-2.80041, 2.01979, 2.73478], [-3.65505, 2.71684, 1.44469], [-1.91217, 0.91440, 2.44151], [-1.81196, 0.50618, 1.24431], [-1.21988, 0.30477, 3.55183], [-0.32919, -0.81312, 3.34514], [0.01616, -1.25435, 2.24460], [-1.40865, 0.78126, 4.85049], [-3.61597, 3.31360, 4.22653], [0.07896, -1.30851, 4.23099], [-0.91676, 0.31802, 5.68805], [1.42231, -0.93215, 0.38347], [2.15234, -0.09339, -0.50867], [3.47601, -0.20116, -0.88268], [4.04271, 0.77077, -1.73854], [3.28425, 1.83927, -2.17682], [1.90765, 1.93390, -1.82379], [1.04213, 2.95114, -2.26876], [-0.28810, 2.89304, -1.92149], [-0.74576, 1.80165, -1.16266], [0.05644, 0.84162, -0.71877], [1.36133, 0.92989, -1.00799], [1.86301, -1.85635, 0.45919], [1.46286, -0.53157, 1.32816], [4.08703, -1.00779, -0.50474], [5.08217, 0.68114, -2.02238], [3.71263, 2.60330, -2.80657], [1.42585, 3.75032, -2.88555], [-0.98770, 3.64313, -2.23974], [-1.79475, 1.73102, -0.89743]],
  "forces_ev_per_a": [[1.1732, -0.8661, -0.1668], [-0.9651, -0.5643, 0.1894], [0.2649, -0.2813, -0.2546], [0.3153, 0.1623, -0.0932], [-0.0767, -0.0847, -0.3257], [-0.5843, 0.0539, 0.2129], [-0.4196, -0.2259, -0.1639], [0.2641, 0.1353, 0.0555], [-0.0405, 0.3247, -0.0834], [-0.1282, -0.1178, -0.1103], [-0.1301, -0.1004, 0.0359], [-0.0297, -0.0272, 0.0392], [0.1697, -0.0736, 0.1176], [0.0365, -0.0113, -0.0212], [0.2506, 0.3335, -0.0155], [0.1214, -0.1833, 0.1165], [0.0237, -0.1187, -0.3977], [-0.2610, 0.3257, 0.0923], [0.0892, -0.1630, -0.2110], [-0.2560, 0.2856, 0.3124], [0.0951, -0.0406, 0.2037], [0.0474, -0.3406, -0.1182], [-0.2567, 0.6224, 0.0450], [0.0433, 0.1733, 0.5399], [-0.4210, 0.3628, 0.7163], [-0.6887, -0.4041, 0.2735], [0.1326, -0.3920, -0.9055], [-0.0617, 0.0811, -0.0055], [0.0660, 0.0739, 0.0575], [0.1700, -0.1577, 0.1874], [0.9293, -0.0563, 0.8465], [1.2688, 0.2872, -0.9625], [-0.6293, -0.0255, 0.3483], [-0.4945, 0.5069, -0.0692], [0.0095, -0.5718, 0.3418], [0.4092, 0.0535, -0.1181], [-0.2664, -0.0582, 0.0594], [0.2972, -0.4470, 0.1468], [-0.0463, 0.4191, -0.0593], [-2.0040, 0.5847, 0.1414], [0.8511, 0.0106, -0.4320], [-0.0348, 0.4747, -0.0053], [0.6808, -0.1885, -0.4006], [0.1241, -0.1043, 0.0186], [-0.0172, 0.0134, -0.0063], [0.0849, 0.0598, -0.0726], [0.0085, 0.1024, -0.0543], [-0.1626, 0.1613, -0.0613], [0.0482, -0.0039, 0.0165]],
  "total_charge": 3,
  "multiplicity": 2,
  "s_squared": 0.821,
  "relative_energy_ev": 0.000,
  "homo_energy_ev": [-17.52, -17.45]
}

***

Record 3
{
  "formula": "C19H21ClF4N2O6S2",
  "method": "wB97M-V/def2-TZVPD",
  "symbols": ["N", "C", "C", "C", "C", "N", "C", "C", "C", "C", "C", "C", "F", "F", "F", "C", "C", "C", "C", "C", "S", "O", "O", "Cl", "C", "O", "C", "C", "S", "O", "O", "F", "C", "O", "H", "H", "H", "H", "H", "H", "H", "H", "H", "H", "H", "H", "H", "H", "H", "H", "H", "H", "H", "H", "H"],
  "coordinates": [[3.93073, 2.39935, -0.56539], [2.83473, 2.03269, -1.47763], [2.34251, 0.57787, -1.33357], [0.84251, 0.39251, -1.26997], [0.21144, -0.33161, -2.29346], [1.01045, -0.88484, -3.34350], [-1.17253, -0.49374, -2.25749], [-1.93366, 0.08087, -1.23053], [-1.31499, 0.80135, -0.20789], [-2.14350, 1.43879, 0.88135], [-2.57960, 0.47079, 1.98841], [-3.01058, 1.20293, 3.23115], [-3.99339, 2.09193, 2.97228], [-1.99298, 1.89674, 3.79684], [-3.47264, 0.35394, 4.17169], [0.08248, 0.91703, -0.22014], [0.79225, 1.58195, 0.93150], [0.89984, 0.67505, 2.19893], [2.35750, 0.34462, 2.58781], [2.68227, -1.12564, 2.29163], [4.27809, -1.48411, 2.97853], [4.18643, -1.48814, 4.40514], [5.25152, -0.67928, 2.30700], [4.54546, -3.40716, 2.40217], [-3.41280, -0.14063, -1.27745], [-4.25758, 0.61836, -0.85967], [-3.85996, -1.41581, -1.92463], [-3.12923, -1.94697, -2.89948], [-3.68787, -3.41891, -3.69933], [-2.70975, -3.91883, -4.59075], [-5.06120, -3.28363, -4.03187], [-3.63850, -4.33643, -2.42354], [-1.86559, -1.26002, -3.33831], [-1.49244, -1.30482, -4.48527], [3.68373, 3.19381, 0.00904], [4.16275, 1.64449, 0.06857], [3.17264, 2.19219, -2.50190], [1.98831, 2.70969, -1.31958], [2.67708, 0.02309, -2.20598], [2.81684, 0.08708, -0.47625], [0.84649, -1.88237, -3.42765], [0.72275, -0.49746, -4.23500], [-1.59526, 2.27455, 1.31814], [-3.04718, 1.86661, 0.45595], [-3.45849, -0.09614, 1.66857], [-1.81073, -0.24977, 2.26159], [1.80767, 1.84055, 0.64431], [0.29924, 2.51903, 1.19169], [0.40033, 1.16011, 3.03512], [0.39043, -0.26409, 1.97435], [3.06304, 0.98450, 2.05927], [2.50011, 0.50608, 3.65782], [2.69934, -1.35460, 1.22612], [1.97358, -1.78079, 2.79907], [-4.81209, -1.83274, -1.61779]],
  "forces_ev_per_a": [[-0.1440, -0.1255, 0.0996], [-0.1484, 0.2610, 0.2860], [0.1824, -0.2881, -0.2749], [0.0839, -0.1204, -0.1440], [-0.0101, 0.1448, -0.1079], [0.0617, -0.0140, -0.0638], [-0.0628, -0.0268, 0.0174], [-0.0613, -0.1219, -0.0503], [-0.2150, 0.0154, -0.0671], [-0.0351, 0.3068, 0.1855], [-0.2876, -0.0938, -0.1052], [-0.0526, 0.0920, 0.1894], [0.2219, -0.1878, 0.0785], [-0.1527, -0.0945, -0.1080], [0.0793, 0.1523, -0.1768], [0.0285, 0.1217, 0.1275], [0.2036, -0.0530, 0.3287], [0.2291, 0.1551, -0.5360], [-0.2045, -0.2196, 0.1635], [-0.2051, 0.1697, 0.1434], [0.0699, 0.4772, 0.1827], [0.0365, -0.0307, -0.2323], [-0.0595, -0.2203, 0.0411], [0.0451, -0.2120, -0.1190], [-0.0409, 0.0111, -0.0189], [0.0891, -0.1510, 0.0559], [0.1264, -0.0972, -0.2084], [0.0881, 0.2277, 0.1579], [-0.1067, 0.1189, -0.2202], [-0.1313, -0.0018, 0.1112], [0.1966, -0.0960, 0.0251], [-0.0312, -0.1606, 0.0464], [-0.0457, 0.0255, -0.0679], [-0.0881, -0.0620, 0.1614], [0.0623, 0.0523, -0.0716], [0.1098, -0.0301, -0.1087], [-0.0539, -0.0473, -0.0534], [0.0599, 0.0076, -0.0918], [0.0552, -0.0956, 0.1167], [-0.0465, 0.1997, 0.0831], [0.0269, 0.0066, 0.0016], [-0.0060, -0.0221, 0.0157], [0.0209, -0.1672, 0.0347], [0.1176, 0.0244, -0.0402], [0.1008, -0.0239, -0.0286], [0.0727, 0.0974, 0.0799], [-0.1528, 0.0886, -0.0646], [0.0610, -0.0144, -0.0132], [-0.0880, -0.1255, 0.0143], [-0.1615, 0.0295, 0.2298], [0.0066, 0.0446, 0.0593], [0.0442, 0.0520, -0.0450], [0.0930, -0.0208, 0.0244], [0.0646, -0.0736, -0.0300], [-0.0464, 0.1157, -0.0133]],
  "smiles": "NCCc1c(N)c2c(c(CCC(F)(F)F)c1CCCCS(=O)(=O)Cl)C(=O)C=C(S(=O)(=O)F)C2=O",
  "homo_energy_ev": -9.62
}

***

| no. | molecular weight (g/mol) |
| --- | --- |
| 1 | 422.75 |
| 2 | 506.31 |
| 3 | 548.96 |